(1)
{"formula": "H38O19", "method": "wB97M-V/def2-TZVPD", "symbols": ["O", "H", "H", "O", "H", "H", "O", "H", "H", "O", "H", "H", "O", "H", "H", "O", "H", "H", "O", "H", "H", "O", "H", "H", "O", "H", "H", "O", "H", "H", "O", "H", "H", "O", "H", "H", "O", "H", "H", "O", "H", "H", "O", "H", "H", "O", "H", "H", "O", "H", "H", "O", "H", "H", "O", "H", "H"], "xyz": [[-11.388, -11.647, 14.995], [-10.661, -11.239, 15.464], [-11.127, -11.617, 14.074], [-16.165, -9.290, 15.558], [-15.831, -10.149, 15.814], [-16.400, -8.867, 16.384], [-8.843, -11.592, 19.223], [-8.572, -11.764, 18.321], [-9.678, -11.132, 19.139], [-13.433, -14.331, 17.386], [-13.093, -14.776, 18.163], [-13.212, -14.914, 16.660], [-12.099, -14.541, 14.071], [-11.554, -13.940, 13.563], [-12.507, -13.990, 14.739], [-8.393, -8.280, 13.848], [-7.513, -8.376, 14.213], [-8.955, -8.775, 14.443], [-12.906, -7.462, 15.423], [-12.678, -7.595, 16.343], [-12.176, -6.955, 15.066], [-9.684, -9.995, 16.085], [-8.785, -10.154, 16.372], [-10.192, -9.955, 16.895], [-13.583, -11.305, 12.222], [-14.427, -11.727, 12.059], [-13.810, -10.440, 12.564], [-12.703, -11.839, 17.728], [-12.098, -11.781, 16.988], [-13.297, -12.553, 17.496], [-15.103, -11.785, 15.462], [-15.403, -12.622, 15.816], [-14.193, -11.943, 15.211], [-7.180, -10.989, 16.962], [-6.544, -10.942, 16.248], [-6.671, -11.275, 17.720], [-10.870, -10.007, 18.654], [-11.760, -10.293, 18.447], [-10.988, -9.221, 19.188], [-7.902, -13.269, 12.829], [-8.788, -12.914, 12.908], [-7.354, -12.506, 12.644], [-10.551, -11.991, 12.208], [-10.036, -11.927, 11.403], [-11.460, -11.933, 11.915], [-14.160, -8.873, 13.405], [-13.715, -8.165, 13.871], [-14.699, -9.299, 14.072], [-8.746, -8.429, 10.677], [-9.580, -8.095, 10.348], [-8.732, -8.173, 11.599], [-13.103, -7.951, 11.051], [-13.540, -8.174, 11.873], [-12.945, -7.009, 11.111], [-10.368, -16.900, 14.229], [-11.109, -16.295, 14.271], [-10.766, -17.758, 14.082]], "lowdin_charge": [-0.049, -0.019, -0.002, -0.049, -0.015, 0.043, -0.059, -0.006, -0.031, -0.024, 0.071, 0.050, -0.031, 0.026, 0.011, -0.035, 0.037, 0.001, -0.023, 0.049, 0.055, -0.039, 0.018, 0.013, -0.038, 0.047, -0.015, -0.054, 0.005, -0.014, -0.024, 0.058, 0.031, -0.037, 0.062, 0.062, -0.035, 0.033, 0.085, -0.045, -0.014, 0.028, -0.041, 0.064, 0.023, -0.057, 0.020, 0.026, -0.058, 0.024, -0.011, -0.052, -0.031, 0.025, -0.059, -0.024, 0.025], "e_above_lowest_kcal_mol": 44.64, "homo_energy_ha": -0.3980, "homo_lumo_gap_ev": 10.57, "lumo_ev": -0.264}

***

(2)
{"formula": "C14H19BrN2O4S", "method": "wB97M-V/def2-TZVPD", "symbols": ["C", "C", "O", "C", "C", "C", "Br", "C", "C", "C", "S", "O", "O", "N", "C", "C", "C", "C", "N", "O", "C", "C", "H", "H", "H", "H", "H", "H", "H", "H", "H", "H", "H", "H", "H", "H", "H", "H", "H", "H", "H"], "xyz": [[-1.314, -2.399, -1.939], [-1.452, -1.149, -2.810], [-0.703, -0.029, -2.380], [-1.259, 0.748, -1.262], [-2.505, 0.572, -0.738], [-3.174, 1.106, 0.073], [-4.976, 0.672, 0.638], [-2.496, 2.233, 0.601], [-1.306, 2.613, 0.181], [-0.578, 1.615, -0.591], [1.124, 2.078, -1.249], [1.198, 1.985, -2.786], [1.190, 3.524, -0.692], [2.090, 1.249, -0.434], [2.495, 0.072, -0.662], [1.597, -0.989, -0.007], [1.552, -0.946, 1.404], [0.534, -1.748, 2.213], [0.767, -2.335, 3.364], [-0.669, -1.916, 1.624], [1.156, 0.709, 1.729], [2.199, 1.621, 1.159], [-1.881, -3.217, -2.457], [-0.125, -2.883, -1.822], [-1.693, -2.133, -0.904], [-0.884, -1.365, -3.693], [-2.384, -0.864, -3.117], [-3.121, -0.342, -0.916], [-3.044, 2.805, 1.552], [-0.689, 3.499, 0.517], [2.219, 0.096, -1.864], [3.486, -0.113, -0.614], [0.431, -1.140, -0.374], [1.983, -2.042, -0.154], [2.452, -1.188, 1.971], [1.565, -2.597, 3.568], [-0.112, -2.983, 3.658], [1.243, 0.568, 2.993], [0.162, 0.704, 1.434], [1.790, 2.637, 1.307], [3.133, 1.271, 1.481]], "lowdin_charge": [-0.078, -0.271, -0.069, -0.198, -0.170, -0.687, 0.744, -0.120, -0.048, -0.178, 0.817, -0.300, -0.376, -0.309, -0.270, -0.163, -0.259, -0.421, 0.203, -0.075, -0.083, -0.027, 0.077, 0.152, 0.064, 0.117, 0.092, 0.132, 0.166, 0.137, 0.189, 0.103, 0.151, 0.142, 0.135, -0.011, 0.218, 0.186, 0.056, 0.120, 0.110], "e_above_lowest_kcal_mol": 250.15, "smiles": "CCOc1cc(Br)ccc1S(=O)(=O)N1CCC(C(N)=O)CC1", "homo_energy_ha": -0.3405, "homo_lumo_gap_ev": 9.61, "lumo_ev": 0.344}

***

(3)
{"formula": "CH2Br3PS", "method": "wB97M-V/def2-TZVPD", "symbols": ["C", "P", "S", "Br", "Br", "Br", "H", "H"], "xyz": [[0.446, -1.050, 0.374], [-0.514, 0.340, 0.027], [1.056, 1.708, -0.463], [-0.596, -2.644, 0.680], [-1.639, -0.300, -1.723], [-1.818, 1.740, 1.096], [1.950, 1.080, -1.228], [1.114, -0.873, 1.236]], "lowdin_charge": [-0.964, -0.391, 0.397, 0.496, 0.345, 0.296, -0.167, -0.012], "e_above_lowest_kcal_mol": 44.40, "homo_energy_ha": -0.3127, "homo_lumo_gap_ev": 7.72, "lumo_ev": -0.792}

***

(4)
{"formula": "C5H14N2O", "method": "wB97M-V/def2-TZVPD", "symbols": ["C", "C", "N", "C", "C", "C", "N", "H", "H", "H", "H", "H", "H", "H", "H", "H", "H", "H", "H", "O", "H", "H"], "xyz": [[0.882, 1.283, 2.735], [0.788, 0.152, 1.673], [1.955, 0.422, 0.818], [-0.585, 0.326, 0.926], [-0.678, -0.459, -0.353], [-1.479, 0.035, -1.294], [-1.883, -0.692, -2.401], [0.144, 1.110, 3.605], [0.640, 2.211, 2.221], [1.965, 1.202, 3.076], [0.902, -0.727, 2.216], [1.947, 1.296, 0.231], [2.252, -0.354, 0.262], [-1.411, 0.027, 1.415], [-0.627, 1.435, 0.789], [-0.077, -1.288, -0.357], [-1.914, 1.059, -1.241], [-1.475, -1.700, -2.417], [-2.882, -0.664, -2.596], [0.807, -1.362, -2.946], [-0.006, -0.924, -3.317], [0.735, -2.390, -3.045]], "lowdin_charge": [-0.100, -0.436, 0.017, -0.175, -0.120, -0.237, -0.028, 0.097, 0.055, 0.088, 0.107, 0.107, 0.052, 0.067, 0.117, 0.074, 0.131, 0.120, 0.084, -0.135, 0.022, 0.092], "e_above_lowest_kcal_mol": 73.51, "smiles": "C[C@H](N)C/C=C/N.O", "homo_energy_ha": -0.2938, "homo_lumo_gap_ev": 8.77, "lumo_ev": 0.773}

***

(5)
{"formula": "C5H13NO", "method": "wB97M-V/def2-TZVPD", "symbols": ["C", "N", "C", "C", "C", "C", "O", "H", "H", "H", "H", "H", "H", "H", "H", "H", "H", "H", "H", "H"], "xyz": [[-0.506, 1.108, 2.215], [-0.807, 0.813, 0.760], [-1.899, -0.245, 0.817], [0.334, 0.123, 0.057], [0.279, 0.199, -1.493], [1.464, -0.553, -2.247], [2.413, -0.868, -1.253], [-1.251, 1.894, 2.671], [-0.548, 0.121, 2.906], [0.581, 1.272, 2.235], [-2.787, 0.279, 1.194], [-2.022, -0.794, -0.120], [-1.707, -0.947, 1.586], [0.488, -0.934, 0.460], [1.215, 0.667, 0.462], [-0.676, -0.241, -1.757], [0.238, 1.297, -1.711], [1.829, 0.100, -2.981], [1.035, -1.486, -2.762], [2.328, -1.806, -1.038]], "lowdin_charge": [-0.123, -0.238, -0.119, -0.254, -0.145, -0.234, -0.090, 0.109, 0.104, 0.056, 0.080, 0.074, 0.041, 0.130, 0.105, 0.079, 0.118, 0.083, 0.134, 0.093], "e_above_lowest_kcal_mol": 61.91, "smiles": "CN(C)CCCO", "homo_energy_ha": -0.3249, "homo_lumo_gap_ev": 9.69, "lumo_ev": 0.847}

***

(6)
{"formula": "CHBrF2OS", "method": "wB97M-V/def2-TZVPD", "symbols": ["C", "O", "F", "F", "S", "Br", "H"], "xyz": [[0.629, 0.997, 0.465], [-2.166, -1.400, -0.239], [0.823, 1.134, -0.848], [-0.444, 1.760, 0.890], [-0.826, -1.545, 0.231], [0.420, -2.041, -1.542], [1.565, 1.094, 1.042]], "lowdin_charge": [-0.221, -0.601, 0.003, -0.003, 0.459, 0.240, 0.123], "e_above_lowest_kcal_mol": 64.07, "homo_energy_ha": [-0.3368, -0.3499], "homo_lumo_gap_ev": [8.74, 8.16], "lumo_ev": [-0.428, -1.358]}

***

(7)
{"formula": "C4H26NO9", "method": "wB97M-V/def2-TZVPD", "symbols": ["O", "C", "C", "N", "C", "C", "H", "H", "H", "H", "H", "H", "H", "H", "H", "H", "H", "H", "O", "H", "H", "O", "H", "H", "O", "H", "H", "O", "H", "H", "O", "H", "H", "O", "H", "H", "O", "H", "H", "O"], "xyz": [[0.232, 0.896, -2.122], [0.825, -0.190, -2.226], [1.182, -1.158, -1.073], [0.248, -0.825, 0.121], [0.265, -1.909, 1.148], [-1.053, -2.614, 1.207], [0.917, -0.580, -3.237], [1.054, -2.182, -1.492], [2.325, -1.108, -0.787], [-0.684, -0.773, -0.310], [0.599, 0.051, 0.628], [0.244, -1.263, 2.069], [1.242, -2.445, 1.122], [-1.331, -3.124, 0.176], [-1.899, -1.933, 1.377], [-1.142, -3.451, 1.889], [-0.285, 0.756, 3.036], [-0.876, 2.018, 3.570], [-1.155, 1.115, 3.389], [-0.744, 3.245, -1.145], [-0.203, 1.775, -0.723], [-0.378, 2.701, -0.452], [-2.422, -2.508, -2.379], [-2.623, -2.068, -0.995], [-1.948, -2.377, -1.606], [2.881, 1.603, -3.132], [3.841, 0.307, -2.654], [3.007, 0.817, -2.514], [4.331, 1.867, 0.295], [3.296, 1.569, -0.939], [3.473, 1.938, -0.087], [-1.768, 2.033, 0.364], [-1.883, 1.581, 1.848], [-2.417, 1.674, 1.044], [-3.322, 0.464, 0.482], [-4.664, -0.521, 0.290], [-3.748, -0.370, 0.214], [2.244, 1.520, 0.936], [0.964, 2.167, 1.256], [1.375, 1.302, 1.410]], "lowdin_charge": [-0.166, -0.458, -0.146, 0.026, -0.211, -0.095, 0.075, 0.113, 0.115, 0.137, 0.099, 0.112, 0.134, 0.099, 0.073, 0.073, 0.056, 0.059, -0.056, 0.061, -0.006, -0.088, 0.013, 0.016, -0.031, 0.119, 0.091, -0.100, 0.054, -0.010, -0.017, 0.034, -0.008, -0.085, -0.027, 0.009, -0.063, 0.038, 0.049, -0.088], "multiplicity": 2, "e_above_lowest_kcal_mol": 15.76, "homo_energy_ha": [-0.1286, -0.2839], "homo_lumo_gap_ev": [3.84, 8.00], "lumo_ev": [0.340, 0.272], "s2": 0.753}

***

(8)
{"formula": "C6H10O", "method": "wB97M-V/def2-TZVPD", "symbols": ["C", "C", "O", "C", "C", "C", "C", "H", "H", "H", "H", "H", "H", "H", "H", "H", "H"], "xyz": [[-1.947, -0.408, 0.417], [-0.866, -0.048, -0.603], [-0.596, 1.346, -0.392], [0.794, 1.577, -0.364], [1.455, 0.253, -0.019], [1.017, -0.869, 0.911], [0.476, -0.790, -0.486], [-2.839, 0.199, 0.230], [-1.612, -0.172, 1.433], [-2.228, -1.465, 0.369], [-1.260, -0.216, -1.617], [1.175, 1.754, -1.386], [0.973, 2.496, 0.218], [2.508, 0.213, -0.283], [0.370, -0.808, 1.790], [1.792, -1.624, 1.033], [0.769, -1.478, -1.281]], "lowdin_charge": [-0.041, -0.338, -0.108, -0.168, -0.198, -0.059, -0.190, 0.081, 0.074, 0.085, 0.142, 0.122, 0.127, 0.132, 0.099, 0.101, 0.141], "e_above_lowest_kcal_mol": 24.85, "smiles": "C[C@H]1OC[C@H]2C[C@H]21", "homo_energy_ha": -0.3492, "homo_lumo_gap_ev": 10.60, "lumo_ev": 1.096}

***

Number 1: strongest force on any atom 1.422 eV/A. Number 2: strongest force on any atom 15.933 eV/A. Number 3: strongest force on any atom 3.338 eV/A. Number 4: strongest force on any atom 4.529 eV/A. Number 5: strongest force on any atom 3.691 eV/A. Number 6: strongest force on any atom 2.285 eV/A. Number 7: strongest force on any atom 4.309 eV/A. Number 8: strongest force on any atom 0.599 eV/A.